[1]
Density functional theory data (wB97M-V/def2-TZVPD) for 2 unconnected molecules or ions with the total composition C7H15N6 in a non-equilibrium geometry.

Results
Net charge   +1
Calculated total energy   -603.84177 a.u.
HOMO (spin up / spin down)   -7.4 / -13.5 eV
HOMO-LUMO gap (spin up / spin down)   5.03 / 7.72 eV
2S+1   3
Molecular weight   183.24 g mol⁻¹
ΔE to the lowest compared entry with this formula, charge and spin   0.0000 eV

The geometry in XYZ format:
```
28
Properties=species:S:1:pos:R:3:mulliken_charge:R:1
C -1.11 2.01 0.11 -0.255
C -1.47 0.01 -0.59 -0.163
C -1.13 -0.14 0.74 0.376
C 0.60 0.23 -2.00 -0.093
C -0.32 -2.46 1.10 -0.256
C -0.60 1.59 2.50 -1.018
C 2.39 0.51 -0.44 -0.569
N -1.39 1.33 -0.99 -0.593
N -0.98 1.18 1.15 0.050
N -0.97 -1.26 1.53 -0.229
N -0.09 -0.35 -2.99 -0.417
N 0.10 -2.51 -0.07 -0.536
N 1.43 -0.38 -1.22 -0.107
H -0.98 2.99 0.16 0.580
H 0.80 1.24 -2.07 0.343
H -0.36 -3.30 1.92 0.320
H 0.04 2.43 2.38 0.384
H -1.56 1.82 3.04 0.307
H -0.09 0.69 2.95 0.319
H 3.26 -0.07 -0.10 0.320
H 2.69 1.42 -1.03 0.273
H 1.76 0.83 0.50 0.150
H -0.78 -1.11 2.52 0.296
H -0.26 -1.27 -3.05 0.243
H -0.82 0.20 -3.52 0.297
H 0.49 -3.40 -0.37 0.189
H -1.87 -0.81 -1.16 0.499
H 1.21 -1.41 -1.00 0.290
```

=====

[2]
Density functional theory data (wB97M-V/def2-TZVPD) for a molecular structure, C7H15NO in a non-equilibrium geometry.

Results
Calculated total energy   -405.57437 a.u.
HOMO   -9.6 eV
HOMO-LUMO gap   10.01 eV
Molecular weight   129.20 g mol⁻¹
ΔE to the lowest compared entry with this formula, charge and spin   4.4337 eV

The geometry in XYZ format:
```
24
Properties=species:S:1:pos:R:3:mulliken_charge:R:1
C 0.65 0.63 0.10 2.055
C 0.21 -0.86 -0.01 -0.022
C -0.18 1.50 -0.85 -1.751
C 0.40 1.09 1.55 -1.808
C 2.14 0.78 -0.22 -1.947
C 0.53 -1.54 -1.35 -1.535
C -3.24 -1.37 0.83 -0.275
O -1.18 -0.98 0.17 -0.342
N -2.25 -1.30 1.56 -0.192
H 0.71 -1.43 0.79 0.420
H -1.24 1.38 -0.66 0.275
H 0.08 2.55 -0.72 0.449
H 0.02 1.25 -1.90 0.406
H -0.65 0.96 1.82 0.354
H 1.01 0.51 2.25 0.414
H 0.65 2.14 1.66 0.451
H 2.36 0.60 -1.27 0.411
H 2.47 1.80 0.01 0.452
H 2.75 0.11 0.39 0.391
H 0.02 -1.03 -2.17 0.355
H 1.60 -1.52 -1.55 0.374
H 0.20 -2.57 -1.32 0.403
H -4.26 -1.54 1.13 0.393
H -2.78 -1.15 -0.24 0.271
```

=====

[3]
Density functional theory data (wB97M-V/def2-TZVPD) for a molecular structure, C7H15NO2 in a non-equilibrium geometry.

Results
Calculated total energy   -480.80865 a.u.
HOMO   -9.4 eV
HOMO-LUMO gap   10.02 eV
Molecular weight   145.20 g mol⁻¹
ΔE to the lowest compared entry with this formula, charge and spin   4.8117 eV

The geometry in XYZ format:
```
25
Properties=species:S:1:pos:R:3:mulliken_charge:R:1
C -0.77 5.07 0.32 -1.495
C -0.40 6.49 0.68 -0.038
C 0.14 6.81 2.09 -0.752
C 1.09 7.85 1.45 -0.780
C 0.88 7.15 0.09 1.030
C 2.00 6.17 -0.25 -1.735
N 0.63 8.01 -1.07 -0.591
C 1.83 9.30 -1.60 0.348
O 2.84 9.66 -1.02 -0.468
H 0.04 4.37 0.55 0.298
H -1.66 4.75 0.88 0.428
H -1.00 4.97 -0.76 0.328
H -1.25 7.16 0.46 0.306
H -0.59 7.18 2.83 0.357
H 0.68 5.96 2.52 0.260
H 0.65 8.86 1.46 0.284
H 2.12 7.90 1.82 0.297
H 2.20 5.51 0.61 0.371
H 1.72 5.53 -1.10 0.382
H 2.91 6.72 -0.50 0.405
H 0.22 7.52 -1.87 0.293
H 1.81 9.16 -2.70 0.307
H -0.23 9.11 -0.69 0.522
O 0.14 10.30 -1.24 -0.707
H -0.34 9.78 -1.95 0.351
```

=====

[4]
Density functional theory data (wB97M-V/def2-TZVPD) for 2 unconnected molecules or ions with the total composition C7H15NO2 in a non-equilibrium geometry.

Results
Calculated total energy   -480.91046 a.u.
HOMO   -9.9 eV
HOMO-LUMO gap   9.61 eV
SMILES string   [H]/N=C(/C)C=O.CC(C)(C)O
Molecular weight   145.20 g mol⁻¹
ΔE to the lowest compared entry with this formula, charge and spin   2.0411 eV

The geometry in XYZ format:
```
25
Properties=species:S:1:pos:R:3:mulliken_charge:R:1
C 0.41 1.05 0.83 1.606
C 1.89 1.06 0.47 -1.760
C 0.07 2.15 1.84 -1.617
C -0.44 1.35 -0.57 -1.512
O 0.14 -0.20 1.37 -0.568
H -0.84 -0.33 1.43 0.342
H 2.18 2.02 0.06 0.395
H 2.10 0.28 -0.26 0.386
H 2.48 0.86 1.37 0.411
H 0.33 3.13 1.45 0.360
H -1.00 2.12 2.07 0.416
H 0.62 1.97 2.77 0.372
H 0.07 2.16 -1.07 0.446
H -1.42 1.72 -0.27 0.353
H -0.50 0.68 -1.42 0.345
C 0.26 -2.77 -0.41 -1.121
C -0.51 -1.93 -1.36 0.924
C -1.78 -1.31 -0.84 -0.063
N -0.12 -1.78 -2.55 -0.671
O -2.11 -1.24 0.32 -0.558
H -0.73 -1.19 -3.12 0.255
H -2.43 -0.89 -1.64 0.371
H 0.62 -2.14 0.41 0.208
H -0.39 -3.53 0.03 0.356
H 1.11 -3.22 -0.90 0.325
```

=====

[5]
Density functional theory data (wB97M-V/def2-TZVPD) for 3 unconnected molecules or ions with the total composition C7H15NO2S in a non-equilibrium geometry.

Results
Net charge   -1
Calculated total energy   -879.02291 a.u.
HOMO (spin up / spin down)   0.7 / -5.9 eV
HOMO-LUMO gap (spin up / spin down)   2.07 / 8.61 eV
2S+1   2
Molecular weight   177.27 g mol⁻¹

The geometry in XYZ format:
```
26
Properties=species:S:1:pos:R:3:mulliken_charge:R:1
C -3.61 -2.93 1.34 -0.372
C -3.98 -2.47 2.72 -0.154
N -4.35 -2.01 3.70 -0.235
H -3.68 -4.01 1.20 0.386
H -2.54 -2.78 1.25 0.296
H -4.00 -2.22 0.62 -0.015
C 5.30 0.77 -0.41 -1.064
S 4.55 2.32 0.25 0.504
O 4.27 3.20 -1.04 -0.609
C 3.05 1.50 0.96 -0.872
H 6.17 1.01 -1.01 0.316
H 4.65 0.01 -0.83 0.386
H 5.67 0.39 0.54 0.350
H 2.43 1.15 0.13 -0.202
H 2.49 2.22 1.56 0.478
H 3.16 0.70 1.70 0.496
C -0.71 0.65 -1.34 -1.240
C -1.96 -0.25 -1.39 0.230
O -1.72 -1.49 -1.54 -0.294
C -3.30 0.35 -1.13 -1.479
H -0.74 1.44 -2.08 0.329
H 0.16 0.02 -1.52 0.165
H -0.52 1.09 -0.36 0.469
H -3.58 0.97 -1.98 0.487
H -3.28 0.92 -0.20 0.477
H -3.93 -0.54 -1.15 0.168
```

=====

[6]
Density functional theory data (wB97M-V/def2-TZVPD) for a single C7H15NO3 molecule in a non-equilibrium geometry.

Results
Calculated total energy   -556.11627 a.u.
HOMO   -8.1 eV
HOMO-LUMO gap   8.17 eV
SMILES string   C[C@@](O)(C[N+](C)(C)C)C(=O)[O-]
Molecular weight   161.20 g mol⁻¹
ΔE to the lowest compared entry with this formula, charge and spin   2.1602 eV

The geometry in XYZ format:
```
26
Properties=species:S:1:pos:R:3:mulliken_charge:R:1
C -1.77 0.07 1.28 0.358
C -0.84 -2.33 1.39 -1.930
C 1.18 0.37 -2.22 -0.842
C -0.54 1.66 -0.90 -0.841
C 1.63 1.07 0.08 -1.013
C 0.05 -0.70 -0.44 -1.325
C -0.49 -0.85 1.18 1.412
N 0.58 0.58 -0.85 0.048
O -2.68 -0.13 0.46 -0.712
O -1.78 0.92 2.18 -0.747
O 0.35 -0.42 2.19 -0.686
H -1.34 -2.49 2.31 0.446
H -1.55 -2.57 0.57 0.383
H -0.03 -3.01 1.28 0.429
H 2.26 0.10 -2.30 0.320
H 0.62 -0.35 -2.71 0.411
H 1.17 1.31 -2.83 0.349
H -0.03 2.54 -1.31 0.406
H -1.32 1.29 -1.57 0.388
H -0.87 1.72 0.17 0.357
H 1.11 1.13 1.05 0.426
H 2.38 0.37 0.19 0.420
H 1.99 1.93 -0.38 0.494
H -0.81 -0.87 -1.01 0.580
H 0.78 -1.53 -0.64 0.498
H -0.05 0.17 2.83 0.372
```

=====

[7]
Density functional theory data (wB97M-V/def2-TZVPD) for a molecular structure, C7H15NO3 in a non-equilibrium geometry.

Results
Calculated total energy   -555.94156 a.u.
HOMO   -9.5 eV
HOMO-LUMO gap   10.11 eV
Molecular weight   161.20 g mol⁻¹
ΔE to the lowest compared entry with this formula, charge and spin   6.9142 eV

The geometry in XYZ format:
```
26
Properties=species:S:1:pos:R:3:mulliken_charge:R:1
C 2.67 -0.45 -0.72 -1.584
C 1.28 0.13 -0.62 0.395
C 0.29 -1.26 -0.36 -1.084
C -1.03 -0.92 0.41 0.198
C -1.53 0.41 0.30 -0.229
C -0.52 1.62 0.42 -0.459
C 0.83 1.12 0.38 0.174
H 3.56 0.39 -0.79 0.297
H 3.49 -1.33 -0.20 0.231
H 2.58 -0.98 -1.64 0.468
H 1.13 0.37 -1.72 0.411
H 0.16 -1.75 -1.27 0.357
H 1.14 -1.83 0.30 0.246
H -0.80 -0.85 1.44 0.357
H -2.21 -2.57 0.98 0.321
H -2.63 -2.11 -0.56 0.235
H -2.33 0.61 1.07 0.563
H -3.18 0.10 -0.60 0.420
H -0.88 1.82 1.58 0.187
H -1.46 2.70 -1.06 0.357
H 1.64 1.98 0.28 0.369
H 2.00 0.65 1.85 0.386
N -2.24 -1.65 0.33 -0.692
O -2.16 0.65 -1.11 -0.764
O -0.78 2.76 -0.31 -0.608
O 0.99 0.40 1.62 -0.552
```

=====

[8]
Density functional theory data (wB97M-V/def2-TZVPD) for a molecular structure, C7H15NO3P in a non-equilibrium geometry.

Results
Net charge   +1
Calculated total energy   -897.33329 a.u.
HOMO   -14.8 eV
HOMO-LUMO gap   11.49 eV
Molecular weight   192.18 g mol⁻¹
ΔE to the lowest compared entry with this formula, charge and spin   0.0000 eV

The geometry in XYZ format:
```
27
Properties=species:S:1:pos:R:3:mulliken_charge:R:1
C -1.68 2.54 -0.40 -1.062
C -2.07 1.57 0.68 -0.417
C 1.06 -0.39 -1.38 -0.342
C 1.23 -0.67 0.19 0.519
C 3.58 0.34 0.02 -1.363
C 2.59 -0.56 0.68 -0.020
C -2.87 -2.59 0.54 -0.683
N 0.19 -0.86 0.87 -0.557
O -2.25 0.20 0.26 -0.223
O -0.41 -0.34 -1.48 -0.337
O -1.82 -2.21 -0.28 -0.324
P -1.12 -0.76 -0.15 0.655
H -1.64 3.52 -0.03 0.434
H -0.73 2.35 -0.84 0.257
H -1.49 1.64 1.58 0.375
H -2.93 1.89 1.10 0.459
H 1.54 0.59 -1.55 0.349
H 1.46 -1.18 -2.00 0.368
H 3.24 1.32 -0.44 0.375
H 3.95 -0.05 -0.95 0.369
H 4.35 0.72 0.69 0.358
H 2.42 -0.14 1.73 0.303
H 3.08 -1.56 0.66 0.265
H -2.40 2.57 -1.20 0.314
H -3.69 -1.89 0.40 0.317
H -2.66 -2.42 1.57 0.352
H -3.25 -3.60 0.33 0.259
```

=====

[9]
Density functional theory data (wB97M-V/def2-TZVPD) for 2 unconnected molecules or ions with the total composition C7H15NO3S in a non-equilibrium geometry.

Results
Calculated total energy   -954.29199 a.u.
HOMO   -8.9 eV
HOMO-LUMO gap   9.73 eV
Molecular weight   193.27 g mol⁻¹
ΔE to the lowest compared entry with this formula, charge and spin   1.9394 eV

The geometry in XYZ format:
```
27
Properties=species:S:1:pos:R:3:mulliken_charge:R:1
C 2.96 -0.41 -0.35 -0.621
C 1.80 -0.46 -1.34 -1.104
C 2.81 0.82 0.68 -0.783
C 0.39 -0.48 -0.64 -0.726
C 1.34 0.65 1.23 -0.769
C -4.77 -1.16 0.30 -1.265
C -0.58 1.65 0.03 0.217
N 0.30 0.68 0.18 0.277
O -1.41 1.72 -0.86 -0.691
O -2.58 -0.11 1.07 -0.539
O -4.13 1.12 -0.53 -0.502
S -3.23 -0.24 -0.17 0.753
H 2.89 -1.44 0.09 0.290
H 3.97 -0.36 -0.78 0.340
H 1.96 0.37 -1.90 0.461
H 2.03 -1.27 -1.89 0.506
H 3.33 0.84 1.61 0.403
H 2.91 1.71 0.23 0.364
H -0.27 -0.40 -1.48 0.425
H 0.38 -1.36 -0.13 0.428
H 1.21 -0.26 1.78 0.339
H 1.32 1.45 2.09 0.369
H -5.06 -0.77 1.15 0.383
H -5.44 -1.27 -0.54 0.361
H -4.51 -2.14 0.46 0.451
H -0.42 2.25 0.93 0.287
H -3.66 1.57 -1.19 0.348
```

=====

[10]
Density functional theory data (wB97M-V/def2-TZVPD) for a single C7H15NO4 molecule in a non-equilibrium geometry.

Results
Calculated total energy   -631.41312 a.u.
HOMO   -8.8 eV
HOMO-LUMO gap   9.50 eV
SMILES string   OCCC1(O)[C@@H](O)CNC[C@@H]1O
Molecular weight   177.20 g mol⁻¹
ΔE to the lowest compared entry with this formula, charge and spin   0.1531 eV

The geometry in XYZ format:
```
27
Properties=species:S:1:pos:R:3:mulliken_charge:R:1
C -2.60 0.38 0.55 -0.623
C -1.36 -0.32 1.03 -0.912
C -0.33 -0.52 -0.09 1.181
C 1.01 -1.10 0.56 -0.379
C 1.95 -0.01 0.98 -1.135
C 1.54 0.79 -1.27 -1.055
C 0.08 0.84 -0.79 -0.384
H -3.67 0.25 -1.15 0.295
H -2.40 1.45 0.35 0.353
H -3.36 0.41 1.38 0.364
H -0.81 0.17 1.82 0.359
H -1.60 -1.35 1.41 0.421
H -1.66 -1.37 -1.21 0.497
H 0.68 -1.70 1.43 0.456
H 1.14 -2.51 -0.82 0.408
H 2.83 -0.44 1.46 0.486
H 1.56 0.57 1.83 0.282
H 3.32 0.59 -0.37 0.329
H 1.71 1.57 -1.96 0.536
H 1.67 -0.16 -1.81 0.349
H -0.65 0.95 -1.59 0.562
H 0.75 2.28 0.37 0.428
N 2.39 0.85 -0.08 -0.407
O -3.07 -0.31 -0.63 -0.581
O -0.72 -1.40 -1.09 -0.619
O 1.70 -1.93 -0.30 -0.582
O -0.12 2.02 -0.02 -0.626
```

=====

- Which of these has the lowest molecular weight?
  C7H15NO

=====

- Number 10 is which compound?
  C7H15NO4

=====

- Among the records above, which one has the highest calculated total energy?
  C7H15NO